{"formula": "C3H18O8", "method": "wB97M-V/def2-TZVPD", "species": ["O", "C", "C", "C", "O", "H", "H", "H", "H", "H", "H", "O", "H", "H", "O", "H", "H", "O", "H", "H", "O", "H", "H", "O", "H", "H", "O", "H", "H"], "xyz": [[-0.809, 1.056, 0.467], [-1.208, 2.154, 0.153], [-0.217, 3.068, -0.550], [1.052, 2.329, -0.899], [0.774, 1.358, -1.888], [-2.274, 2.353, 0.316], [-0.675, 3.499, -1.444], [0.047, 3.909, 0.104], [1.773, 3.081, -1.257], [1.635, 1.991, -0.039], [0.963, 0.477, -1.536], [-1.645, -1.912, 0.286], [-2.417, -2.307, 0.698], [-1.902, -1.023, 0.010], [1.849, -1.602, -0.904], [2.794, -1.447, -0.875], [1.457, -1.436, -0.032], [0.959, -4.167, -0.630], [1.287, -3.419, -1.154], [0.177, -4.477, -1.094], [0.875, -2.793, 1.534], [1.165, -3.637, 1.191], [-0.045, -2.709, 1.253], [-0.215, 0.849, 4.580], [-0.697, 0.715, 3.761], [0.658, 1.186, 4.380], [-2.161, 0.763, -2.050], [-1.947, 1.690, -2.216], [-1.252, 0.448, -2.165]], "smiles": "O=CCCO.O.O.O.O.O.O", "homo_lumo_gap_ha": 0.3943, "e_homo_ha": -0.3788, "lumo_ev": 0.423, "spin_multiplicity": 1, "molar_mass_g_mol": 182.17, "de_lowest_ev": 0.814}